No. 1
Molecular formula: C39H38NO
Method: DFT, the ωB97M-V functional and the def2-TZVPD basis

Its energy above the lowest of the compared OMol25 structures with the same formula, charge and spin is 2.940 eV. Its multiplicity is 1. As for the net charge: +1. The calculation puts the energy at -44588.41204 eV.

```
79
Properties=species:S:1:pos:R:3:forces:R:3:lowdin_charge:R:1
C -0.9566 4.2370 -2.5634 0.18 -0.03 0.26 -0.0894
C -1.0729 4.5803 -1.2080 0.14 -0.16 -0.24 -0.0927
C -0.0595 4.2533 -0.3063 0.35 -0.11 -0.52 -0.0581
C 1.1215 3.6137 -0.7466 -0.89 0.70 -0.39 -0.2385
C 2.1671 3.1364 0.1506 0.71 -1.13 0.93 -0.0121
C 2.0027 2.1695 1.1201 0.23 0.97 -0.93 -0.1894
N 3.0686 1.5126 1.7133 0.12 0.50 0.77 -0.0790
C 4.4181 1.8277 1.2490 0.20 -0.31 -0.17 -0.1690
C 5.5147 1.3513 2.2080 -0.15 0.16 0.12 -0.1783
C 5.3618 -0.1025 2.6443 -0.01 -0.04 -0.12 -0.2034
C 3.9389 -0.4507 3.0587 -0.42 0.20 0.22 -0.1742
C 2.8283 0.1453 2.1864 -0.16 -0.45 -0.48 -0.1511
C 0.6316 1.8253 1.6089 -0.30 -0.41 0.24 -0.1953
C -0.3448 1.3188 0.7407 0.23 -0.16 0.24 -0.0265
C -1.6257 1.0284 1.2157 0.02 0.20 -0.01 -0.0694
C -1.9693 1.2999 2.5448 0.19 0.14 -0.18 -0.0871
C -0.9795 1.7426 3.4311 0.02 0.15 -0.17 -0.0840
C 0.3193 1.9759 2.9723 -0.10 0.09 -0.22 -0.0458
C 1.2797 3.3979 -2.1343 -0.22 -0.06 0.55 -0.0321
C 0.2280 3.6399 -3.0121 -0.10 0.28 0.01 -0.0815
H -1.7637 4.4417 -3.2728 0.28 -0.05 0.33 0.1030
H -1.9674 5.0984 -0.8568 0.13 -0.14 -0.10 0.0814
H -0.1528 4.4932 0.7550 0.14 -0.19 -0.28 0.0849
H 3.1885 3.4044 -0.1233 -0.39 -0.22 -0.20 0.0920
H 4.5964 1.3684 0.2584 -0.15 0.07 0.05 0.1367
H 4.5209 2.9128 1.1107 -0.09 -0.36 0.20 0.1121
H 6.4853 1.4701 1.7156 -0.14 0.11 0.02 0.1134
H 5.5242 2.0138 3.0809 -0.06 -0.12 0.01 0.1143
H 5.6815 -0.7725 1.8382 -0.05 0.13 -0.04 0.1139
H 6.0260 -0.2978 3.4896 0.04 -0.04 -0.12 0.1105
H 3.8125 -1.5373 3.0355 -0.03 0.10 0.10 0.1138
H 3.7494 -0.1413 4.0933 0.18 0.07 -0.08 0.1131
H 1.8861 0.1286 2.7514 0.42 -0.04 -0.20 0.1090
H 2.6548 -0.5078 1.3081 0.15 0.10 0.14 0.1335
H -0.0646 1.1246 -0.3000 -0.25 0.10 0.37 0.1313
H -2.3616 0.5973 0.5354 0.15 0.21 0.18 0.1077
H -3.0076 1.1895 2.8703 0.43 -0.18 0.00 0.1034
H -1.2161 1.9230 4.4815 0.05 -0.10 -0.28 0.1013
H 1.1128 2.2678 3.6694 -0.33 0.02 -0.25 0.1255
H 2.2295 2.9835 -2.4844 -0.42 0.01 0.05 0.1192
H 0.3292 3.3672 -4.0623 0.01 0.15 0.23 0.1066
C -1.8802 11.0546 -0.0360 0.15 0.03 -0.15 -0.0164
C -2.0845 9.8083 0.7631 0.01 0.12 0.07 -0.2145
C -3.0232 8.8403 0.3647 -0.26 -0.53 -0.02 -0.0002
C -2.9754 7.5573 0.8766 0.41 -0.09 -0.78 0.0303
C -1.9967 7.2132 1.8629 0.18 -0.34 0.31 -0.1593
C -1.7023 5.8869 2.2788 -1.38 1.76 0.05 0.1571
C -1.3423 5.5804 3.6446 1.14 0.00 1.60 -0.2149
C -0.0200 5.8524 4.0581 -0.47 0.21 -0.49 -0.0307
C 0.4263 5.4722 5.3063 -0.32 -0.45 0.41 0.0160
C -0.4738 4.8424 6.1720 0.40 -0.54 0.38 -0.2320
O 0.0194 4.1274 7.2691 -0.09 0.58 -0.57 0.0009
C 0.0877 4.8424 8.4662 -0.53 0.41 0.05 -0.2526
C -0.6697 4.3544 9.5370 0.12 0.54 -0.40 -0.0043
C -0.8382 5.1844 10.6421 0.40 -0.16 0.15 -0.0734
C -0.1584 6.4034 10.7214 0.02 0.07 -0.09 -0.0839
C 0.6368 6.8387 9.6579 0.11 -0.16 0.04 -0.0735
C 0.7641 6.0642 8.5061 -0.38 -0.35 0.29 -0.0139
C -1.8468 4.7776 5.8908 0.82 -0.29 0.06 0.0275
C -2.2643 5.0832 4.6096 -0.07 0.22 -1.08 0.0029
C -1.2970 8.3087 2.4625 0.16 0.16 0.37 0.0402
C -1.3186 9.5714 1.9106 0.23 -0.34 0.14 0.0029
H -0.8874 11.4756 0.1657 -0.35 0.01 0.03 0.0942
H -1.9217 10.8093 -1.1044 -0.12 0.12 0.20 0.1007
H -2.6484 11.8106 0.1746 0.14 -0.16 -0.02 0.1085
H -3.7533 9.1139 -0.4016 0.24 -0.25 0.22 0.1365
H -3.6701 6.7898 0.5331 0.23 0.21 -0.05 0.1325
H -1.8037 5.0564 1.5988 -0.75 -0.20 -0.26 0.1167
H 0.6456 6.3611 3.3612 0.04 -0.35 0.15 0.1272
H 1.4639 5.6141 5.6036 -0.26 -0.18 -0.15 0.1293
H -1.1581 3.3818 9.4520 0.09 0.37 0.00 0.1240
H -1.4917 4.8587 11.4501 0.25 0.10 -0.09 0.1097
H -0.2350 7.0149 11.6213 -0.09 -0.15 -0.31 0.1071
H 1.1707 7.7864 9.7054 -0.17 -0.18 0.13 0.1081
H 1.3409 6.4038 7.6421 -0.21 -0.08 0.44 0.1064
H -2.5253 4.3961 6.6594 0.21 0.08 -0.41 0.1398
H -3.3138 4.9431 4.3395 0.33 0.05 0.03 0.1283
H -0.6574 8.1222 3.3189 -0.12 0.01 -0.13 0.1174
H -0.6951 10.3707 2.3220 -0.19 -0.37 -0.17 0.1359
```
Positions in Å, forces in eV/Å.

---

No. 2
Molecular formula: CH4N2
Method: DFT, the ωB97M-V functional and the def2-TZVPD basis

Its energy above the lowest of the compared OMol25 structures with the same formula, charge and spin is 1.663 eV. Its multiplicity is 1. Its SMILES is [H]/N=C\N. The calculation puts the energy at -4081.21909 eV.

```
7
Properties=species:S:1:pos:R:3:forces:R:3:nbo_charge:R:1
H -1.2932 -1.1242 -0.1229 0.22 -2.67 -0.49 0.3115
N -1.4519 -0.1678 -0.1001 0.23 2.05 1.34 -0.6490
C -0.3387 0.4453 0.0395 -1.88 0.79 -1.91 0.2452
N 0.9090 -0.1830 -0.1368 0.34 1.30 0.24 -0.8596
H -0.5872 1.5370 0.0461 1.66 -0.54 0.16 0.1774
H 0.9993 -0.8935 0.5621 0.57 -0.46 0.08 0.3836
H 1.7627 0.3861 -0.2880 -1.14 -0.48 0.57 0.3908
```
Positions in Å, forces in eV/Å.

---

Q: energy above the lowest of the compared OMol25 structures with the same formula, charge and spin of number 2 (CH4N2)?
A: 1.663 eV